C5H10O | wB97M-V/def2-TZVPD

Output
total charge	0
M	86.13	g mol⁻¹
maximum force	0.03175	Eh/bohr
SMILES	C=CC.C=CO
HOMO	-9.49	eV
gap between HOMO and LUMO	10.42	eV
E_LUMO	0.93	eV
spin multiplicity	1
E_tot	-7392.5498	eV
relative energy (zero: lowest compared OMol25 entry of this formula, charge and spin)	2.2155	eV

Element x y z (Å)
1 C 2.07580 0.73712 -0.92541
2 C 1.86769 -0.53435 -0.63561
3 C 1.11889 -1.54184 -1.47395
4 H 2.40004 1.33186 -0.07914
5 H 1.81642 1.11468 -1.90217
6 H 2.18098 -0.93093 0.33154
7 H 1.75292 -2.00797 -2.22963
8 H 0.24979 -1.08368 -1.94347
9 H 0.72997 -2.31137 -0.81123
10 C -2.65874 0.38160 2.07180
11 C -1.61650 0.77588 1.35516
12 O -1.79598 1.14396 0.03226
13 H -2.54951 0.01430 3.08559
14 H -3.64842 0.46420 1.64427
15 H -0.60004 0.46959 1.58216
16 H -1.32330 1.97695 -0.10218